The following is a DFT calculation (the ωB97M-V functional and the def2-TZVPD basis) of a cluster of 6 separate species, C23H37NO16 in total at a distorted geometry.

- gap between HOMO and LUMO (eV) = 9.644
- HOMO level (eV) = -9.59
- E_LUMO (eV) = 0.1
- molar mass (g mol⁻¹) = 583.540

```
! RIJCOSX wB97M-V def2-TZVPD def2/J DEFGRID3
* xyz 0 1
C 17.525 3.680 2.966
C 17.946 4.940 3.741
C 18.396 6.107 2.820
O 17.694 7.227 3.321
C 16.666 6.827 4.101
O 15.913 7.552 4.647
O 16.686 5.479 4.246
H 18.437 3.345 2.457
H 16.698 3.741 2.273
H 17.343 2.991 3.794
H 18.548 4.719 4.618
H 18.110 5.864 1.797
H 19.472 6.248 2.876
C 19.519 -5.807 3.728
C 19.051 -5.592 2.318
C 17.576 -5.651 1.948
O 17.451 -4.619 0.960
C 18.584 -3.899 0.895
O 18.775 -2.976 0.181
O 19.448 -4.305 1.848
H 20.460 -5.298 3.941
H 19.386 -6.807 4.121
H 18.939 -5.176 4.425
H 19.525 -6.398 1.743
H 16.796 -5.582 2.710
H 17.351 -6.589 1.435
C 12.380 -2.388 4.278
C 11.298 -1.544 3.652
C 11.844 -0.748 2.436
O 11.180 -1.387 1.317
C 10.476 -2.445 1.749
O 10.036 -3.297 1.069
O 10.265 -2.334 3.087
H 12.922 -3.028 3.572
H 12.010 -3.128 4.996
H 13.084 -1.743 4.809
H 10.960 -0.817 4.390
H 12.892 -0.951 2.216
H 11.600 0.308 2.427
C 14.050 3.509 7.273
C 13.741 2.350 8.206
C 13.498 0.931 7.599
O 14.506 0.109 8.156
C 15.473 0.857 8.742
O 16.525 0.442 9.123
O 15.067 2.118 8.863
H 13.096 3.899 6.906
H 14.656 3.143 6.449
H 14.607 4.300 7.765
H 13.136 2.581 9.081
H 13.545 0.991 6.516
H 12.527 0.627 7.985
C 16.738 -2.150 4.350
C 16.657 -0.652 4.225
C 16.638 -0.142 2.742
O 15.659 0.902 2.784
C 14.980 0.873 3.939
O 13.980 1.471 4.162
O 15.328 -0.234 4.642
H 16.017 -2.671 3.717
H 16.621 -2.489 5.374
H 17.716 -2.461 3.969
H 17.415 -0.121 4.803
H 16.288 -0.907 2.059
H 17.652 0.204 2.560
C 16.579 -3.701 7.659
N 18.005 -3.410 7.627
C 18.385 -2.070 8.045
C 18.901 -4.324 7.208
O 18.664 -5.483 6.939
H 16.172 -3.677 8.671
H 16.480 -4.686 7.209
H 16.060 -2.937 7.084
H 19.368 -1.693 7.773
H 17.637 -1.297 7.873
H 18.387 -2.124 9.146
H 19.916 -3.884 7.193
*
```